Entry 1:
The following is a DFT calculation (ωB97M-V/def2-TZVPD) of one molecule with the formula C11H19ClO5S at a distorted geometry.

Values from the calculation:
SMILES: C=C[C@@]1(OCCCC)OS(=O)(=O)O[C@H]1CCCCl
Total energy in eV: -45306.571
LUMO energy in eV: -0.64
HOMO level in eV: -9.01
Strongest force on any atom in eV/Å: 3.47
Charge: 0

Last column: Mulliken charge in e.
Geometry (Å):
Cl 3.401 1.348 -2.530  -0.214
S -1.618 2.361 1.864  1.114
O -2.707 1.629 1.306  -0.536
O -1.977 3.464 2.676  -0.630
O -0.816 -0.451 1.424  -0.344
O -0.501 1.474 2.542  -0.539
O -0.678 2.774 0.633  -0.401
C -0.683 -1.335 0.317  -0.164
C 0.084 0.591 1.480  1.502
C 1.760 2.067 -2.622  -0.521
C -0.971 -3.889 -1.381  -1.115
C 1.800 -1.050 2.338  -0.854
C -2.112 -2.903 -1.067  -0.522
C 0.114 1.590 0.276  0.426
C 1.447 2.928 -1.409  -0.849
C -1.961 -2.169 0.256  -0.742
C 1.479 2.156 -0.085  -0.973
C 1.428 0.234 2.044  -0.804
H 0.172 -2.007 0.416  0.236
H 2.104 1.056 2.264  0.431
H 1.811 2.805 0.723  0.350
H -2.791 -1.471 0.379  0.314
H -1.381 -4.739 -1.923  0.367
H 1.294 -1.626 3.109  0.321
H -0.593 -0.817 -0.643  0.144
H 0.476 3.400 -1.567  0.350
H 1.028 1.274 -2.751  0.285
H -2.259 -2.189 -1.879  0.348
H -1.961 -2.833 1.123  0.292
H -0.520 -4.279 -0.470  0.293
H 2.170 1.321 -0.193  0.483
H 1.787 2.700 -3.502  0.391
H -3.041 -3.474 -1.007  0.403
H 2.188 3.725 -1.350  0.396
H -0.223 -3.403 -2.004  0.262
H -0.400 1.239 -0.618  0.208
H 2.652 -1.498 1.832  0.292

Entry 2:
The following is a DFT calculation (ωB97M-V/def2-TZVPD) of a 2-piece molecular cluster, C11H19F3N overall at a distorted geometry.

Values from the calculation:
Energy above the lowest of the compared OMol25 structures with the same formula, charge and spin in kcal per mole: 111.4
Total energy in eV: -21343.183
LUMO energy (alpha / beta) in eV: -3.11 / -5.19
HOMO level (alpha / beta) in eV: -12.70 / -10.35
Strongest force on any atom in eV/Å: 4.26
Charge: +1

Last column: Mulliken charge in e.
Geometry (Å):
F 1.926 1.647 0.847  -0.362
F 1.355 -1.860 0.539  -0.260
F -1.972 -1.205 -0.218  -0.028
N -0.926 1.984 -0.337  -0.064
C -0.449 3.371 0.009  -0.891
C -2.358 2.244 -0.873  -0.745
C -1.023 1.061 0.708  -0.244
C -0.405 -0.450 2.523  -1.026
C -0.101 0.415 1.358  0.721
C 3.402 -0.711 0.095  -0.709
C 2.010 -0.664 0.425  0.432
C 3.867 0.068 -1.219  -0.973
C -2.341 -3.537 0.316  -0.696
C -2.511 -2.370 -0.521  -0.294
C 1.285 0.401 0.817  0.180
H -0.978 -1.391 2.194  -0.019
H 3.906 -0.481 -2.174  0.334
H -1.950 -3.246 1.274  0.219
H 4.838 0.567 -0.977  0.297
H -3.198 -4.342 0.163  0.281
H 0.593 -0.868 2.889  0.323
H 3.206 0.904 -1.422  0.293
H -2.919 2.239 0.082  0.375
H -0.350 1.811 -1.231  0.421
H 3.829 -1.712 0.054  0.402
H -0.362 3.852 -0.976  0.493
H 0.591 3.292 0.509  0.240
H -1.004 0.004 3.365  0.364
H -1.455 -3.988 -0.182  0.234
H -2.754 1.478 -1.539  0.356
H -2.508 3.352 -1.073  0.338
H 3.910 -0.238 0.908  0.340
H -1.099 3.734 0.916  0.369
H -2.405 -2.392 -1.614  0.298

Entry 3:
The following is a DFT calculation (ωB97M-V/def2-TZVPD) of C11H19I2NO2PS7SbTi as an isolated structure.

Values from the calculation:
Energy above the lowest of the compared OMol25 structures with the same formula, charge and spin in kcal per mole: 9.9
Total energy in eV: -148302.384
LUMO energy in eV: 3.25
HOMO level in eV: -2.63
Strongest force on any atom in eV/Å: 0.35
Charge: -2

Last column: Mulliken charge in e.
Geometry (Å):
I -2.584 0.636 -1.285  -0.284
I -5.925 -4.750 -1.255  -0.855
Sb 0.742 0.861 3.095  0.902
Ti -0.090 0.457 -0.140  0.291
S 0.716 -1.053 4.333  -0.672
S 1.408 2.841 3.955  -0.647
S 1.888 0.256 1.054  -0.460
S 0.558 2.051 -1.765  -0.195
S 0.076 -1.855 -0.893  -0.322
S -1.269 1.051 1.792  -0.423
S 3.878 1.138 -1.788  -0.423
P 2.571 2.541 -1.963  0.463
O 2.632 3.178 -3.425  -0.449
O 2.793 3.851 -1.073  -0.072
N -0.821 -2.434 1.567  0.106
C 3.853 3.852 1.093  -1.363
C -2.376 -2.880 -0.131  -0.389
C 2.529 3.840 0.364  1.944
C -1.689 -2.806 2.523  -0.054
C -2.934 -3.259 2.175  -0.788
C 3.405 5.466 -3.603  -1.170
C -1.120 -2.419 0.249  0.297
C 1.650 5.028 0.673  -1.413
C 0.940 4.983 -3.318  -1.272
C 2.266 4.496 -3.871  0.583
C -3.279 -3.306 0.823  0.283
H 2.165 4.361 -4.951  0.381
H 0.138 4.276 -3.525  0.338
H -3.630 -3.559 2.944  0.405
H 4.404 4.768 0.862  0.333
H 3.200 6.418 -4.097  0.449
H -4.249 -3.664 0.486  -0.135
H 0.076 -2.062 1.892  0.198
H 0.707 4.961 0.129  0.280
H 4.450 2.991 0.794  0.307
H 3.670 3.794 2.167  0.310
H 4.341 5.063 -3.991  0.306
H 2.149 5.965 0.410  0.327
H 3.516 5.637 -2.533  0.106
H 1.987 2.927 0.607  -0.950
H 0.698 5.937 -3.793  0.472
H 0.995 5.136 -2.240  0.120
H 1.432 5.023 1.743  0.359
H -1.323 -2.685 3.532  0.277
H -2.648 -2.877 -1.177  0.499

Entry 4:
The following is a DFT calculation (ωB97M-V/def2-TZVPD) of C11H19InN3O13 as an isolated structure at a distorted geometry.

Values from the calculation:
Total energy in eV: -47961.851
LUMO energy in eV: 4.06
HOMO level in eV: 1.02
Strongest force on any atom in eV/Å: 5.27
Charge: -3

Last column: Mulliken charge in e.
Geometry (Å):
In 2.211 -1.320 -0.300  1.128
O 1.030 -3.631 1.019  -0.628
O 2.912 -0.291 -4.884  -0.615
O 4.115 0.636 1.763  -0.537
O 4.680 -0.146 3.672  -0.665
O 1.006 -1.226 -5.215  -0.692
O 2.880 3.545 -1.534  -0.684
O 3.112 -4.230 0.881  -0.586
O 4.098 2.351 -2.903  -0.658
O -0.150 0.581 -1.452  -0.143
O 1.954 -1.285 -3.236  -0.491
O 2.933 1.334 -1.469  -0.401
O 2.061 -4.940 2.557  -0.643
O 3.101 -1.160 2.515  -0.490
N 1.954 -0.951 -4.446  0.757
N -0.771 0.333 -0.243  0.166
N 3.310 2.448 -1.939  0.700
C -0.907 1.441 0.733  1.825
C -1.505 -1.847 -1.218  -1.578
C -1.912 -0.632 -0.344  1.424
C -2.348 -0.144 2.211  -0.758
C 3.876 -0.185 2.703  0.840
C -1.120 0.785 2.135  -1.276
C -3.192 0.004 -0.984  -1.652
C -2.232 -1.152 1.041  -1.285
C 0.389 2.289 0.840  -1.996
C 1.952 -4.423 1.395  0.803
C -1.968 2.448 0.328  -1.822
H -2.162 2.420 -0.749  0.351
H 0.346 3.084 1.586  0.472
H -1.454 -1.834 1.389  0.388
H -3.908 -0.723 -1.371  0.425
H -2.183 -2.663 -0.974  0.431
H -0.193 0.271 2.393  0.361
H -3.294 0.403 2.222  0.348
H -1.164 1.599 2.865  0.415
H 1.274 1.694 1.079  0.224
H -1.476 -1.500 -2.250  0.455
H -1.673 3.496 0.421  0.426
H -0.865 0.980 -1.973  0.281
H -3.244 -1.560 0.959  0.398
H -2.886 0.548 -1.883  0.304
H -2.955 2.366 0.791  0.305
H 0.702 2.727 -0.111  0.518
H -0.475 -2.060 -0.934  0.084
H -3.622 0.716 -0.284  0.373
H -2.236 -0.596 3.198  0.396